{"formula": "C38H78O20S8", "method": "ωB97M-V/def2-TZVPD", "orbital_gap_ev": 9.786, "largest_force_ev_per_a": 3.868, "charge": 0, "lumo_energy_ev": 0.23, "homo_ev": -9.552, "total_energy_ha": -6184.8516, "species": ["C", "C", "C", "S", "O", "O", "C", "H", "H", "H", "H", "H", "H", "H", "H", "C", "C", "C", "S", "O", "O", "C", "H", "H", "H", "H", "H", "H", "H", "H", "C", "C", "C", "S", "O", "O", "C", "H", "H", "H", "H", "H", "H", "H", "H", "C", "C", "C", "S", "O", "O", "C", "H", "H", "H", "H", "H", "H", "H", "H", "C", "C", "C", "S", "O", "O", "C", "H", "H", "H", "H", "H", "H", "H", "H", "C", "C", "C", "S", "O", "O", "C", "H", "H", "H", "H", "H", "H", "H", "H", "C", "C", "C", "S", "O", "O", "C", "H", "H", "H", "H", "H", "H", "H", "H", "C", "C", "C", "S", "O", "O", "C", "H", "H", "H", "H", "H", "H", "H", "H", "O", "C", "O", "C", "C", "C", "H", "H", "H", "H", "H", "H", "C", "O", "H", "H", "H", "H", "C", "O", "H", "H", "H", "H"], "coordinates": [[-2.975212, 1.072367, 4.263080], [-1.535427, 1.308128, 4.609131], [-0.736308, 0.966721, 3.318550], [-1.375380, -0.604990, 2.915314], [-0.850807, -1.564709, 3.828729], [-1.408955, -0.844735, 1.472551], [-3.044287, -0.271754, 3.434490], [-3.382840, 1.826204, 3.629091], [-3.710825, 1.061718, 5.111093], [-1.186874, 0.675158, 5.444755], [-1.321209, 2.341595, 4.842157], [0.389990, 0.909284, 3.538679], [-0.917865, 1.641459, 2.509891], [-3.392944, -1.094010, 3.982103], [-3.631982, -0.168896, 2.509714], [6.396202, -1.220414, 1.068057], [6.394111, -1.404824, 2.570496], [5.386539, -0.372473, 3.080493], [5.589159, 1.009812, 2.006980], [6.289121, 2.092695, 2.741059], [4.339444, 1.282584, 1.377539], [6.708888, 0.260741, 0.839921], [5.441492, -1.395842, 0.561895], [7.081317, -1.866056, 0.498215], [7.402284, -1.187378, 3.084488], [6.230611, -2.409111, 2.951437], [5.529286, 0.051816, 4.037527], [4.343928, -0.665351, 2.899542], [7.702426, 0.571141, 1.176349], [6.613558, 0.650509, -0.154617], [-4.621040, -2.653486, -1.174640], [-5.255866, -4.020518, -0.843361], [-5.277610, -4.078627, 0.705260], [-3.672319, -3.425378, 1.143710], [-2.641200, -4.338904, 0.832889], [-3.721084, -2.789016, 2.449827], [-3.620883, -2.181798, -0.138643], [-5.424774, -1.912744, -1.212735], [-4.098236, -2.636117, -2.115167], [-4.728287, -4.867655, -1.221185], [-6.260364, -3.981919, -1.278983], [-5.299241, -5.109231, 1.168667], [-5.978348, -3.445486, 1.212584], [-2.559956, -2.167100, -0.460980], [-3.721636, -1.200424, 0.319305], [-2.623752, -0.071392, -4.075525], [-1.091304, -0.263339, -4.121660], [-0.602847, 0.969824, -3.464952], [-1.475148, 2.204712, -4.339311], [-0.784936, 2.645978, -5.575624], [-1.866696, 3.260225, -3.447697], [-2.885753, 1.308098, -4.677344], [-2.987233, -0.109069, -3.073414], [-3.076259, -0.846909, -4.722208], [-0.734574, -0.552460, -5.126611], [-0.794895, -1.092400, -3.471578], [0.496304, 1.063405, -3.501604], [-0.910051, 0.967554, -2.428796], [-2.862365, 1.249813, -5.788152], [-3.801084, 1.711809, -4.285634], [2.018295, -1.149255, -4.674115], [2.112411, 0.139224, -5.580387], [3.075148, 1.155122, -4.914679], [3.742898, 0.283557, -3.484654], [2.909819, 0.368238, -2.300742], [5.169883, 0.617051, -3.458869], [3.458547, -1.347945, -4.153342], [1.775921, -1.953913, -5.305946], [1.446506, -1.094440, -3.777970], [1.131090, 0.563769, -5.810776], [2.514310, -0.143501, -6.610360], [2.607187, 2.081723, -4.569205], [3.857101, 1.516858, -5.612272], [3.497300, -2.003577, -3.342805], [4.212949, -1.522260, -4.985738], [-5.897072, 3.672527, -1.229507], [-4.482928, 3.866602, -0.723925], [-3.832990, 2.622188, -0.178841], [-5.096066, 1.411098, -0.434925], [-5.067272, 0.459020, 0.635975], [-5.023767, 0.799078, -1.735223], [-6.498847, 2.545001, -0.494877], [-5.837004, 3.375572, -2.287440], [-6.406579, 4.655791, -1.336559], [-4.544249, 4.631934, 0.090466], [-3.846023, 4.229132, -1.540755], [-3.543601, 2.612643, 0.860594], [-2.912285, 2.370771, -0.706691], [-6.713418, 2.691731, 0.557646], [-7.366453, 2.023287, -0.977100], [0.628651, -4.691550, 4.885939], [0.025194, -4.625061, 3.430656], [0.896810, -3.760286, 2.521701], [2.248232, -3.274300, 3.485413], [2.630177, -1.895403, 3.178631], [3.301641, -4.245413, 3.393775], [1.416840, -3.436057, 5.047657], [1.393572, -5.475968, 5.022155], [-0.025780, -4.692251, 5.741825], [-0.925744, -4.085634, 3.474739], [-0.115190, -5.628163, 3.041785], [0.346845, -2.914374, 2.233685], [1.267794, -4.200415, 1.614888], [0.906349, -2.540902, 5.314735], [2.258980, -3.605982, 5.754488], [1.978991, 4.158291, -1.473876], [0.870701, 4.577210, -2.433452], [0.236445, 5.756925, -1.712762], [0.165754, 5.234086, -0.032937], [-1.151504, 4.652280, 0.241973], [0.537387, 6.328624, 0.817521], [1.392072, 3.949100, -0.106422], [2.749051, 4.884546, -1.397538], [2.566347, 3.294782, -1.732431], [0.038121, 3.899958, -2.568105], [1.197261, 4.736168, -3.447755], [-0.809106, 5.899596, -2.017859], [0.775084, 6.712015, -1.756777], [0.926193, 2.955879, 0.009181], [2.167993, 4.095654, 0.656159], [0.074181, 0.932133, -0.416370], [0.572215, -0.179578, -0.345198], [-0.039377, -1.295535, -0.994190], [0.681941, -2.472312, -0.620084], [2.044560, -1.970919, -0.131250], [1.711873, -0.628038, 0.543721], [0.785688, -3.001785, -1.542007], [0.083008, -2.986391, 0.173358], [2.774608, -1.783358, -0.952438], [2.518294, -2.551486, 0.637565], [2.449537, 0.216705, 0.493848], [1.322864, -0.655069, 1.566270], [-0.115782, 4.739941, 3.638138], [-1.183581, 4.121886, 2.913018], [0.002378, 5.837899, 3.532677], [-0.335749, 4.577759, 4.649042], [0.869405, 4.316157, 3.303093], [-1.179613, 4.320363, 1.965497], [3.750402, -4.840797, -0.166536], [2.824185, -4.456661, -1.223795], [4.554506, -5.407079, -0.562527], [3.989877, -3.969412, 0.436535], [3.188800, -5.539149, 0.403758], [2.813748, -5.154503, -1.841259]], "forces_ev_per_a": [[-1.6, -1.6, 0.2], [1.0, 0.2, -0.2], [2.0, -0.1, 1.7], [-2.2, 0.5, -1.6], [1.2, -1.3, 0.7], [0.7, -0.2, 1.1], [-0.1, 2.2, -0.5], [0.1, 0.9, -0.6], [1.0, -0.3, -0.4], [-0.2, 0.2, -0.4], [-0.1, 0.3, 0.2], [-1.6, -0.1, -0.5], [-0.2, 0.6, -0.4], [-0.3, -1.1, 0.7], [0.1, 0.0, 0.5], [0.9, -0.1, -1.4], [1.2, 0.1, 1.7], [-0.6, -0.5, -1.1], [2.0, 2.4, 1.2], [-1.0, -1.5, -1.2], [-1.1, 0.5, -0.7], [0.6, -0.1, 0.7], [-0.3, -0.2, 0.6], [0.1, 0.2, 0.5], [-1.1, 0.1, -1.3], [-0.7, -0.2, -0.3], [0.2, 0.0, 1.2], [0.4, -0.2, 0.4], [0.0, -0.4, 0.1], [-0.6, 0.1, -0.5], [-0.1, 0.8, -0.2], [-0.7, 1.1, 1.0], [0.8, -1.8, 0.1], [-1.1, 3.1, 0.5], [1.5, -2.1, -0.1], [-0.1, -0.9, -0.3], [1.4, -0.2, 0.6], [0.1, -0.1, -0.2], [-0.2, -0.2, -0.7], [0.5, -0.5, -0.3], [0.1, -0.4, 0.3], [-0.2, 1.0, -0.7], [-0.5, 0.4, 0.0], [-0.6, -0.3, -0.1], [-0.7, -0.2, -0.2], [0.5, -1.1, -1.9], [-0.9, -2.1, 0.6], [1.9, 0.0, -0.6], [1.6, 3.3, -1.1], [-0.8, -1.4, 1.6], [-0.1, 0.9, 0.9], [-0.7, -2.0, -1.8], [-0.3, -0.2, 0.7], [-0.2, 0.3, 0.7], [-0.1, 0.8, 0.3], [-0.2, -0.1, -0.1], [-0.5, 0.5, 0.0], [-0.1, 0.2, 0.3], [-0.5, 0.0, 0.6], [-0.1, 0.7, 0.0], [2.3, 1.1, -0.9], [0.0, -0.3, -0.7], [-0.7, 0.5, -0.4], [2.3, 0.2, -0.9], [0.2, 0.5, -0.5], [-1.3, -0.4, 0.7], [0.2, 1.4, -2.1], [-0.8, -1.2, -0.5], [-1.1, 0.3, 0.3], [0.1, 0.1, 0.3], [-0.3, 0.1, 1.5], [-0.3, -0.3, 0.2], [0.0, -0.7, 0.7], [0.4, -1.4, 1.1], [-0.9, 0.0, 1.2], [0.1, 1.0, -2.2], [0.9, 2.4, 0.7], [0.1, -0.4, -0.4], [0.4, -1.2, -0.4], [-0.7, 0.0, 1.2], [0.3, 0.2, -1.1], [-1.0, -1.5, 0.8], [0.0, -0.2, 0.2], [-0.1, -0.8, 0.8], [0.4, -0.5, -0.7], [-0.2, 0.3, 0.4], [-0.3, 0.2, 0.5], [-0.2, -0.3, -0.3], [-0.3, 0.5, 0.2], [0.9, 0.4, 0.4], [0.7, 0.1, -0.6], [-0.6, -0.4, 0.9], [-0.1, -1.2, 0.1], [0.6, 2.3, 0.0], [-0.4, -0.7, 0.4], [0.3, -0.8, 0.1], [2.5, 0.0, 0.7], [-0.8, -0.2, -0.3], [-0.9, -0.6, -0.2], [0.0, -0.5, 0.1], [-0.2, 0.0, -0.1], [-0.5, 1.4, -0.2], [0.2, -0.6, -0.2], [-0.6, 0.7, -0.2], [-0.5, 0.3, -0.2], [0.2, -1.2, -0.5], [0.0, 0.1, 0.3], [-0.7, 0.5, -1.0], [-1.2, 0.0, 1.0], [0.5, -0.1, -0.5], [0.5, 0.3, 0.3], [0.2, -0.4, 0.6], [0.5, 1.3, -0.1], [-0.2, -0.8, -0.5], [0.2, -0.8, 0.4], [0.3, 0.6, -0.3], [0.3, 0.1, 0.1], [0.0, -0.3, 0.1], [0.0, 0.5, -0.1], [-0.5, 0.1, 0.1], [0.8, -1.6, -0.5], [-2.4, 0.4, 0.4], [1.1, 2.5, 0.8], [0.1, 0.4, 0.6], [0.7, 1.1, 0.8], [-0.3, 1.3, -1.8], [0.0, -1.0, -0.2], [0.5, 0.2, -0.9], [-0.7, -0.3, 0.5], [0.1, -0.8, -0.1], [-0.2, -1.2, 0.1], [0.1, -0.4, -0.2], [0.8, 0.3, -2.2], [0.0, 0.2, 0.7], [-0.5, -0.4, -0.4], [0.1, -0.6, 1.5], [-0.7, 0.1, 0.7], [0.2, 0.3, 0.0], [-1.8, 0.2, -0.7], [0.8, 1.4, 1.1], [1.3, 0.1, -0.4], [0.3, -0.1, -0.2], [-0.3, -0.5, 1.2], [-0.1, -1.2, -1.1]]}